Below is C21H20F4N2O4ReS2 as an isolated structure, with properties calculated with wB97M-V/def2-TZVPD.

XYZ file:
```
54
Properties=species:S:1:pos:R:3:mulliken_charge:R:1
Re 1.64114 0.56442 1.19118 1.648
C -0.65898 0.39584 -1.34147 -0.454
C 0.09454 1.68632 -1.41092 0.958
C -0.23345 2.62386 -2.42066 -1.057
C 0.42855 3.80849 -2.48470 -0.774
C 1.44417 4.09481 -1.54155 1.034
C 2.17858 5.30244 -1.55254 -0.810
C 3.14818 5.52445 -0.61715 -0.704
C 3.41716 4.55223 0.36617 -0.510
C 2.71775 3.37534 0.39865 0.621
S 3.04135 2.16189 1.65902 -0.451
C 1.71626 3.12254 -0.56409 -0.160
N 1.03162 1.92955 -0.51534 -0.218
H -0.90490 0.04013 -2.34149 0.572
H -1.59318 0.53504 -0.79461 0.156
H -0.08303 -0.36919 -0.82736 -0.527
H -1.01098 2.37049 -3.12832 0.493
H 0.19371 4.53958 -3.24852 0.433
H 1.95579 6.04015 -2.31277 0.387
H 3.71297 6.44657 -0.62146 0.392
H 4.18386 4.73247 1.10931 0.451
F 3.58419 -0.73706 2.96892 -0.245
C 2.22830 -0.62799 2.83791 0.642
F 1.79160 -0.12807 4.02520 -0.255
F 1.78738 -1.92375 2.82259 -0.209
C -4.28397 0.68890 0.87062 -1.504
C -3.48883 -0.58570 0.80056 0.581
C -3.73298 -1.53119 -0.19406 -0.580
C -3.00580 -2.70936 -0.25004 -0.832
C -2.01795 -2.94508 0.69556 0.170
C -1.74515 -2.00877 1.68414 -0.368
C -2.48333 -0.83725 1.73036 -0.396
S -1.14399 -4.48573 0.70065 1.272
O -2.09122 -5.54854 0.53289 -0.734
O -0.25757 -4.43301 1.82316 -0.615
N -0.24020 -4.51580 -0.66152 -0.321
C 0.54580 -3.37788 -1.13013 -0.703
C 1.41846 -2.78872 -0.02967 0.766
C 2.41692 -1.81827 -0.61926 -0.023
O 3.17711 -2.11075 -1.49769 -0.602
O 2.40752 -0.57252 -0.10657 -0.671
H -4.92361 0.80699 -0.00285 0.352
H -3.62451 1.55717 0.93589 0.315
H -4.91994 0.69936 1.75704 0.405
H -4.51020 -1.34771 -0.92603 0.354
H -3.22480 -3.45430 -1.00510 0.404
H -0.96812 -2.20706 2.41036 0.623
H -2.26465 -0.10510 2.49839 0.397
H -0.68841 -5.05807 -1.38619 0.319
H -0.09754 -2.58798 -1.54295 0.115
H 1.17307 -3.74112 -1.94303 0.498
H 1.98014 -3.57703 0.47281 0.648
H 0.80845 -2.31364 0.73623 -0.649
F -0.02727 0.84759 1.99042 -0.636
```

Output
Electronic energy (eV): -67944.6331
Spin multiplicity: 2
Charge: 0
HOMO energy (alpha / beta) (eV): -8.851 / -8.954
⟨S²⟩: 0.755